w) # H7O3S

A cluster of 4 separate species, H7O3S in total (the ωB97M-V functional and the def2-TZVPD basis, the OMol25 dataset).

Output
* net charge: -1
* frontier orbital gap: 7.378 eV
* HOMO energy: -3.60 eV

Atoms and positions in Å:
S  -0.6638  0.8953  1.0554
H  -1.4090  -0.0798  0.5061
H  -0.6614  -2.0016  -1.7305
H  0.7791  -1.6029  -1.5778
O  0.1315  -1.8115  -2.2609
H  -0.3354  2.4704  -0.8946
H  1.0381  3.0161  -1.3097
O  0.1001  3.1147  -1.4784
H  0.1934  -2.0905  2.4424
H  0.2690  -0.5762  2.3346
O  0.5583  -1.3339  2.9133

---

x) # H7O3S

A cluster of 4 separate species, H7O3S in total (the ωB97M-V functional and the def2-TZVPD basis, the OMol25 dataset).

Output
* net charge: -1
* frontier orbital gap: 7.495 eV
* HOMO energy: -3.48 eV

Atoms and positions in Å:
S  -0.6725  -0.0053  -0.5714
H  0.5787  0.1900  -0.1910
H  0.2352  -1.0957  2.9296
H  0.2144  -0.7456  1.4798
O  0.7971  -0.6748  2.2759
H  1.8506  -1.9556  -1.4953
H  0.7121  -1.9812  -2.3650
O  1.3674  -2.6093  -2.0170
H  -0.5241  2.9467  0.0033
H  -1.1250  2.6146  1.3954
O  -1.0826  3.2786  0.7107

---

y) # H7O3S

A cluster of 4 separate species, H7O3S in total (the ωB97M-V functional and the def2-TZVPD basis, the OMol25 dataset).

Output
* net charge: -1
* frontier orbital gap: 7.708 eV
* HOMO energy: -3.60 eV

Atoms and positions in Å:
S  -1.4153  -0.5064  0.4747
H  -2.1516  0.3677  -0.2243
H  0.2927  0.2114  1.6517
H  -0.2926  0.6283  2.8743
O  0.4229  0.9403  2.3068
H  2.1333  1.2328  0.7669
H  1.5088  1.3703  -0.6399
O  2.3450  1.3484  -0.1667
H  -0.3317  -2.2344  -2.6159
H  -1.3366  -1.5825  -1.7399
O  -1.1750  -1.7759  -2.6877

---

Which of them is least stable? Easy: x).

---

w) # C22H24N4O6S

The molecule C22H24N4O6S (the ωB97M-V functional and the def2-TZVPD basis, the OMol25 dataset).

Output
* frontier orbital gap: 8.985 eV
* HOMO energy: -8.89 eV

Atoms and positions in Å:
C  -1.0758  -3.9473  -1.7144
C  -2.1837  -3.6035  -0.7196
N  -1.7294  -2.9425  0.4804
C  -1.3388  -3.6917  1.6487
C  -0.0382  -4.4796  1.5001
S  -1.5786  -1.3034  0.4755
O  -1.6669  -0.8462  1.8357
O  -2.5439  -0.7753  -0.4503
C  0.0639  -0.9708  -0.1502
C  0.2199  -0.6063  -1.4743
C  1.4906  -0.4311  -1.9877
C  2.6107  -0.6123  -1.1744
N  3.8832  -0.4787  -1.7430
C  5.0180  0.1435  -1.3084
O  6.0581  -0.0007  -1.9078
C  4.9213  1.0700  -0.1044
O  3.6386  1.6581  -0.0141
C  3.0462  1.6661  1.2022
O  3.6229  1.3370  2.2103
C  1.6166  1.9910  1.1048
C  0.8077  1.7460  2.2160
C  -0.5608  1.7867  2.0974
C  -1.1514  2.0660  0.8616
N  -2.5319  1.9321  0.7649
C  -3.2909  1.9912  -0.3732
O  -2.9212  2.4392  -1.4270
C  -4.6881  1.4091  -0.1415
C  -5.6511  1.8857  -1.0990
N  -6.4366  2.2651  -1.8364
C  -0.3452  2.4265  -0.2183
C  1.0265  2.3763  -0.0972
C  2.4369  -0.9861  0.1579
C  1.1616  -1.1522  0.6689
H  -1.5194  -4.3924  -2.6015
H  -0.5384  -3.0496  -2.0083
H  -0.3662  -4.6526  -1.2927
H  -2.7201  -4.5107  -0.4259
H  -2.8904  -2.9197  -1.1950
H  -1.2419  -2.9521  2.4448
H  -2.1523  -4.3767  1.9164
H  0.7496  -3.8503  1.0935
H  0.2738  -4.8439  2.4755
H  -0.1756  -5.3372  0.8469
H  -0.6595  -0.4488  -2.0790
H  1.6239  -0.1446  -3.0199
H  3.9837  -0.8580  -2.6779
H  5.1489  0.5307  0.8254
H  5.6798  1.8497  -0.2348
H  1.2774  1.4857  3.1520
H  -1.1847  1.5487  2.9448
H  -2.9378  1.4651  1.5657
H  -5.0486  1.6294  0.8662
H  -4.5739  0.3253  -0.2585
H  -0.8004  2.7003  -1.1548
H  1.6504  2.6138  -0.9440
H  3.2959  -1.1517  0.7894
H  1.0110  -1.4166  1.7032

---

x) # C22H24N4O6S

The molecule C22H24N4O6S (the ωB97M-V functional and the def2-TZVPD basis, the OMol25 dataset).

Output
* frontier orbital gap: 8.706 eV
* HOMO energy: -8.16 eV

Atoms and positions in Å:
C  -2.1914  -1.1095  -3.4840
O  -3.1609  -0.5403  -2.6396
C  -3.0355  -0.7034  -1.2817
C  -2.0141  -1.4551  -0.7107
C  -1.8956  -1.5675  0.6684
C  -0.7651  -2.2868  1.2998
O  -0.2749  -1.9502  2.3585
N  -0.3162  -3.3967  0.6237
C  1.0335  -3.8461  0.8735
C  1.9756  -2.8955  0.2165
N  1.7254  -2.2178  -0.8533
N  2.7601  -1.3744  -1.0482
C  3.5953  -1.5797  -0.0694
S  5.0731  -0.7569  0.2389
C  4.9492  0.5760  -1.0104
C  4.0145  1.6978  -0.5371
O  4.4544  2.7004  -0.0227
N  2.7143  1.4154  -0.7700
C  1.5737  2.1119  -0.3441
C  0.3472  1.4671  -0.4841
C  -0.8111  2.0985  -0.0742
C  -0.7552  3.3687  0.4708
C  0.4635  4.0225  0.6143
C  0.5185  5.3924  1.2189
C  1.6266  3.3881  0.2030
O  3.1636  -2.5456  0.7653
C  -2.7941  -0.9040  1.4970
C  -3.8299  -0.1706  0.9496
O  -4.7653  0.5047  1.6671
C  -4.6418  0.5185  3.0691
C  -3.9755  -0.0685  -0.4538
O  -5.0353  0.6916  -0.8297
C  -5.4219  0.8128  -2.1792
H  -1.1894  -0.7252  -3.2695
H  -2.1879  -2.2026  -3.4190
H  -2.4803  -0.8135  -4.4915
H  -1.2701  -1.9039  -1.3486
H  -0.6589  -3.5368  -0.3136
H  1.1666  -4.8635  0.4977
H  1.2133  -3.8244  1.9520
H  4.6278  0.1251  -1.9470
H  5.9610  0.9702  -1.0930
H  2.5124  0.5059  -1.1833
H  0.3085  0.4702  -0.8999
H  -1.7600  1.5935  -0.1760
H  -1.6645  3.8567  0.7897
H  1.5101  5.8237  1.1135
H  -0.2063  6.0505  0.7425
H  0.2752  5.3425  2.2800
H  2.5801  3.8778  0.3129
H  -2.6531  -0.9844  2.5615
H  -3.6861  0.9489  3.3838
H  -4.7442  -0.4858  3.4929
H  -5.4570  1.1451  3.4270
H  -4.6727  1.3423  -2.7712
H  -6.3429  1.3952  -2.1542
H  -5.6195  -0.1605  -2.6332

---

Which of them is least stable? Easy: x).

---

w) # C3H7NOS2

The molecule C3H7NOS2 (the ωB97M-V functional and the def2-TZVPD basis, the OMol25 dataset).

Output
* frontier orbital gap: 9.228 eV
* HOMO energy: -9.26 eV

Atoms and positions in Å:
N  1.1009  -1.3215  -0.0988
C  0.7434  -0.0886  0.5534
C  1.9149  0.8703  0.3391
O  2.2351  1.3413  -0.7416
C  -0.6443  0.4950  0.0233
S  -1.9088  -0.5038  0.8249
S  -3.5868  0.2961  -0.3184
H  0.4119  -2.0793  0.0805
H  1.3432  -1.2917  -1.1125
H  0.6611  -0.2946  1.5798
H  2.4653  0.8593  1.2845
H  -0.6717  1.6025  0.1468
H  -0.7002  0.4574  -1.0557
H  -3.3640  -0.3426  -1.5054

---

x) # C3H7NOS2

The molecule C3H7NOS2 (the ωB97M-V functional and the def2-TZVPD basis, the OMol25 dataset).

Output
* frontier orbital gap: 8.626 eV
* HOMO energy: -8.32 eV

Atoms and positions in Å:
N  -1.0831  0.7092  -1.2849
C  -0.8108  -0.4450  -0.3309
C  -2.1722  -0.5287  0.5312
O  -2.2862  0.2475  1.4384
C  0.5339  -0.2975  0.5457
S  1.8516  0.2854  -0.6843
S  3.3800  0.3285  0.5990
H  -0.2952  0.7067  -1.9041
H  -1.2306  1.5959  -0.8496
H  -0.8320  -1.3458  -0.9311
H  -2.6785  -1.6421  0.6200
H  0.7937  -1.2995  0.9020
H  0.6603  0.4529  1.3678
H  4.1692  1.2325  -0.0191

---

Which of them is least stable? Easy: x).

---

w) # C3H7NOS2

The molecule C3H7NOS2 (the ωB97M-V functional and the def2-TZVPD basis, the OMol25 dataset).

Output
* frontier orbital gap: 9.484 eV
* HOMO energy: -9.46 eV

Atoms and positions in Å:
N  1.3040  1.2023  1.1976
C  0.1450  0.4958  1.5374
O  -0.2563  0.5388  2.7214
C  -0.5662  -0.0606  0.3372
C  -0.0414  -1.3709  -0.3002
S  -0.0020  -1.4348  -2.1085
S  -0.3459  0.5723  -2.7120
H  1.6243  0.9961  0.2364
H  1.7836  1.5978  2.0104
H  -1.6433  0.0074  0.4604
H  -0.5284  0.8059  -0.3635
H  -0.7208  -2.2379  0.0473
H  0.8793  -1.6679  0.0327
H  -1.6317  0.5556  -3.0966

---

x) # C3H7NOS2

A structure of composition C3H7NOS2 (the ωB97M-V functional and the def2-TZVPD basis, the OMol25 dataset).

Output
* frontier orbital gap: 8.558 eV
* HOMO energy: -8.52 eV

Atoms and positions in Å:
C  1.5441  -0.2530  2.1823
C  -0.6117  0.0830  0.3981
C  -0.1375  0.2760  -2.2761
H  2.6567  0.5642  2.2650
H  1.0413  0.4720  2.6465
H  1.7412  -1.3508  2.7631
H  -0.3653  1.5815  -2.6440
H  -0.7455  -0.6980  -2.9053
H  1.0330  -0.0337  -1.7062
H  -2.7478  0.1094  -0.4499
N  -0.9344  0.0828  -1.0224
O  -2.1775  -0.3535  -1.4206
S  1.3014  -0.1810  0.4932
S  -1.5980  -0.2989  1.6765

---

Which of them is least stable? Easy: x).